[1]
Formula: C21H30N2ScSi
Source: the Open Molecules 2025 dataset
Level of theory: ωB97M-V/def2-TZVPD

Output
Gap between HOMO and LUMO   6.9 eV
LUMO level   -2.914 eV
E_HOMO   -0.3618 Ha
Net charge   +1
2S+1   1
Maximum force   4.4 eV/Å

Last column: Löwdin charge in e.
Atoms and positions in Å:
C 0.67 1.57 1.25  -0.176
C 1.09 1.92 -0.07  -0.164
C -0.08 2.13 -0.85  -0.166
H 2.12 2.08 -0.39  0.125
C -1.23 1.89 -0.03  -0.165
C -0.76 1.55 1.27  -0.172
H -1.38 1.40 2.16  0.119
H 1.32 1.45 2.12  0.120
H -0.11 2.47 -1.89  0.128
H -2.27 2.02 -0.32  0.127
Sc -0.05 -0.12 -0.27  0.961
C -0.31 -0.85 -2.52  -0.280
H -1.24 -0.37 -2.87  -0.019
H -0.32 -1.92 -2.27  -0.018
H 0.62 -0.42 -2.95  -0.003
Si -0.42 -1.75 -5.57  0.716
C 1.27 -1.64 -6.32  -0.337
C 1.98 -0.44 -6.16  -0.115
H 1.51 0.42 -5.66  0.101
C 3.29 -0.34 -6.63  -0.091
H 3.85 0.59 -6.49  0.102
C 3.90 -1.43 -7.27  -0.086
H 4.93 -1.35 -7.63  0.104
C 3.18 -2.62 -7.44  -0.086
H 3.65 -3.46 -7.95  0.104
C 1.87 -2.73 -6.97  -0.099
H 1.30 -3.65 -7.11  0.095
C -1.51 -0.43 -6.26  -0.318
C -1.28 0.15 -7.52  -0.088
H -0.51 -0.25 -8.18  0.106
C -2.04 1.25 -7.93  -0.078
H -1.84 1.72 -8.90  0.106
C -3.05 1.77 -7.11  -0.083
H -3.62 2.64 -7.42  0.104
C -3.32 1.15 -5.88  -0.094
H -4.11 1.53 -5.24  0.101
C -2.58 0.03 -5.47  -0.120
H -2.82 -0.48 -4.53  0.087
H -0.26 -1.83 -4.12  -0.075
H -1.07 -3.09 -5.71  -0.027
N 1.40 -1.44 0.80  -0.039
C 0.91 -2.34 1.90  -0.191
C -0.17 -1.67 2.75  -0.186
C -1.57 -1.67 2.16  -0.198
N -1.61 -1.37 0.68  -0.036
H 1.92 -1.99 0.11  0.115
H 2.10 -0.78 1.17  0.109
H 0.56 -3.28 1.45  0.133
H 1.78 -2.58 2.53  0.127
H -0.22 -2.23 3.70  0.131
H 0.13 -0.65 3.03  0.109
H -2.07 -2.64 2.32  0.130
H -2.18 -0.91 2.66  0.119
H -2.51 -0.93 0.44  0.119
H -1.62 -2.26 0.17  0.111

---

[2]
Formula: C25H36N4O
Source: the Open Molecules 2025 dataset
Level of theory: ωB97M-V/def2-TZVPD

Output
Gap between HOMO and LUMO   8.7 eV
LUMO level   0.554 eV
E_HOMO   -0.3009 Ha
Energy relative to the best compared isomer or geometry (same formula, charge and spin)   69.3 kcal per mole
Net charge   0
2S+1   1
Maximum force   0.8 eV/Å
Structure (SMILES)   C=C(C)CC[C@@H](C)N1CCC(n2nccc2NC(=O)CCCc2ccccc2)CC1

Last column: Löwdin charge in e.
Atoms and positions in Å:
C -4.97 -3.03 -2.12  0.041
C -5.49 -3.01 -0.90  -0.385
C -6.94 -2.73 -0.66  -0.061
C -4.66 -3.27 0.33  -0.168
C -3.57 -2.21 0.54  -0.155
C -4.13 -0.79 0.72  -0.371
C -4.83 -0.62 2.07  -0.043
N -3.15 0.27 0.53  -0.144
C -2.79 0.53 -0.84  -0.189
C -2.11 1.90 -0.94  -0.118
C -0.86 1.91 -0.07  -0.268
N -0.24 3.21 -0.10  -0.056
N -0.96 4.30 0.12  0.090
C -0.14 5.33 0.00  -0.148
C 1.15 4.90 -0.31  -0.010
C 1.05 3.53 -0.36  -0.244
N 2.03 2.57 -0.65  0.149
C 2.42 1.58 0.20  -0.482
O 1.90 1.39 1.27  0.091
C 3.50 0.69 -0.38  -0.105
C 2.85 -0.40 -1.24  -0.184
C 3.89 -1.36 -1.83  -0.158
C 4.61 -2.11 -0.74  -0.254
C 3.97 -3.14 -0.06  -0.044
C 4.62 -3.81 0.96  -0.082
C 5.91 -3.47 1.31  -0.094
C 6.56 -2.45 0.63  -0.084
C 5.91 -1.78 -0.39  -0.054
C -1.25 1.53 1.36  -0.111
C -1.97 0.19 1.36  -0.178
H -3.93 -3.25 -2.29  0.062
H -5.56 -2.84 -3.00  0.058
H -7.41 -3.58 -0.17  0.084
H -7.06 -1.86 -0.01  0.073
H -7.47 -2.53 -1.60  0.076
H -5.30 -3.31 1.21  0.106
H -4.17 -4.24 0.23  0.118
H -2.91 -2.21 -0.33  0.102
H -2.98 -2.48 1.42  0.114
H -4.88 -0.62 -0.07  0.131
H -5.05 0.43 2.23  0.084
H -4.20 -0.96 2.89  0.072
H -5.75 -1.18 2.10  0.065
H -2.11 -0.24 -1.25  0.121
H -3.70 0.53 -1.45  0.124
H -1.85 2.11 -1.98  0.119
H -2.79 2.67 -0.58  0.114
H -0.13 1.19 -0.45  0.144
H -0.50 6.33 0.14  0.096
H 2.03 5.50 -0.47  0.093
H 2.62 2.78 -1.45  0.151
H 4.21 1.27 -0.97  0.121
H 4.03 0.21 0.45  0.124
H 2.30 0.07 -2.06  0.114
H 2.14 -0.96 -0.63  0.118
H 4.60 -0.80 -2.43  0.114
H 3.37 -2.07 -2.48  0.118
H 2.96 -3.41 -0.33  0.114
H 4.11 -4.60 1.49  0.102
H 6.42 -4.00 2.11  0.100
H 7.57 -2.18 0.90  0.102
H 6.42 -0.99 -0.92  0.111
H -1.91 2.31 1.75  0.122
H -0.35 1.48 1.98  0.104
H -1.26 -0.59 1.01  0.127
H -2.26 -0.06 2.38  0.118

---

[3]
Formula: C7H11FO
Source: the Open Molecules 2025 dataset
Level of theory: ωB97M-V/def2-TZVPD

Output
Gap between HOMO and LUMO   8.9 eV
LUMO level   0.696 eV
E_HOMO   -0.3003 Ha
Energy relative to the best compared isomer or geometry (same formula, charge and spin)   44.4 kcal per mole
Net charge   0
2S+1   1
Maximum force   4.1 eV/Å

Last column: Löwdin charge in e.
Atoms and positions in Å:
C 1.62 1.40 0.11  -0.128
C 1.93 0.16 -0.10  -0.101
C 0.19 1.80 0.35  -0.134
C -0.86 0.64 0.20  -0.348
C -0.29 -0.74 -0.02  -0.249
C -0.20 -1.64 1.16  -0.072
C -0.44 -1.35 -1.37  -0.068
O -1.76 0.93 -0.85  -0.037
F 3.08 -0.46 -0.33  0.042
H 2.33 2.22 0.15  0.106
H 0.12 2.23 1.35  0.109
H -0.08 2.58 -0.37  0.112
H -1.43 0.61 1.15  0.145
H -1.19 -2.02 1.43  0.091
H 0.20 -1.12 2.03  0.084
H 0.44 -2.50 0.95  0.084
H -1.48 -1.66 -1.53  0.092
H 0.20 -2.22 -1.47  0.085
H -0.20 -0.64 -2.15  0.087
H -2.17 1.78 -0.70  0.098

---

[4]
Formula: CHFNO3S
Source: the Open Molecules 2025 dataset
Level of theory: ωB97M-V/def2-TZVPD

Output
Gap between HOMO and LUMO   9.2 eV
LUMO level   3.929 eV
E_HOMO   -0.1940 Ha
Energy relative to the best compared isomer or geometry (same formula, charge and spin)   50.0 kcal per mole
Net charge   -1
2S+1   1
Maximum force   2.9 eV/Å
Structure (SMILES)   N=[S@@](=O)([O-])C(=O)F

Last column: Löwdin charge in e.
Atoms and positions in Å:
N -1.03 -0.03 0.30  -0.240
S 0.23 0.37 1.24  0.514
O 0.97 1.53 0.73  -0.439
O -0.23 0.44 2.62  -0.415
C 2.08 -0.71 1.75  -0.431
O 2.65 -1.67 1.34  0.047
F 2.48 -0.13 2.91  0.015
H -0.73 0.22 -0.64  -0.051

---

[5]
Formula: C36H35BrF10N6RbSe
Source: the Open Molecules 2025 dataset
Level of theory: ωB97M-V/def2-TZVPD

Output
Gap between HOMO and LUMO   6.1 eV
LUMO level   2.092 eV
E_HOMO   -0.1458 Ha
Net charge   -1
2S+1   1
Maximum force   0.6 eV/Å

Last column: Löwdin charge in e.
Atoms and positions in Å:
Rb -0.14 0.38 -0.18  0.866
C 1.36 1.50 3.93  -0.040
C 1.39 2.49 2.80  -0.266
C 2.42 2.47 1.86  -0.039
C 2.44 3.37 0.80  -0.266
C 3.57 3.34 -0.20  -0.041
C 1.43 4.31 0.69  -0.013
C 0.39 4.37 1.63  -0.260
C -0.69 5.41 1.48  -0.039
C 0.39 3.46 2.67  -0.022
H 0.41 0.96 3.95  0.082
H 1.46 2.00 4.89  0.079
H 2.16 0.77 3.83  0.056
H 3.20 1.73 1.94  0.037
H 3.98 2.33 -0.29  0.071
H 4.39 3.99 0.11  0.081
H 3.24 3.67 -1.18  0.069
H 1.43 5.01 -0.14  0.122
H -0.28 6.42 1.54  0.081
H -1.45 5.30 2.25  0.070
H -1.19 5.31 0.51  0.083
H -0.43 3.48 3.39  0.121
C 0.76 2.18 -3.45  -0.103
N 0.28 0.87 -3.08  -0.279
C -1.10 0.65 -3.52  -0.214
C -2.11 1.68 -3.02  -0.261
N -2.03 1.82 -1.58  -0.072
C -2.83 2.65 -0.93  -0.251
C -3.87 3.50 -1.42  -0.135
F -4.16 3.53 -2.74  0.054
C -4.65 4.30 -0.61  -0.168
F -5.61 5.06 -1.17  0.092
C -4.47 4.35 0.76  -0.176
F -5.24 5.15 1.55  0.070
C -3.48 3.55 1.30  -0.194
F -3.27 3.56 2.63  0.086
C -2.70 2.77 0.49  -0.202
F -1.74 2.01 1.10  -0.075
C 1.18 -0.15 -3.62  -0.218
C 0.85 -1.60 -3.27  -0.267
N 0.72 -1.76 -1.84  -0.043
C 0.62 -2.96 -1.31  -0.304
C 0.62 -4.26 -1.92  -0.183
F 0.65 -4.37 -3.27  0.047
C 0.57 -5.44 -1.21  -0.182
F 0.61 -6.61 -1.88  0.090
C 0.48 -5.47 0.17  -0.196
F 0.49 -6.63 0.86  0.067
C 0.44 -4.25 0.82  -0.190
F 0.31 -4.23 2.16  0.089
C 0.49 -3.08 0.11  -0.189
F 0.44 -1.93 0.84  -0.085
H 0.69 2.37 -4.54  0.090
H 1.80 2.29 -3.15  0.077
H 0.18 2.95 -2.93  0.078
H -1.40 -0.33 -3.14  0.104
H -1.15 0.62 -4.62  0.124
H -3.09 1.33 -3.36  0.114
H -1.94 2.64 -3.53  0.103
H 2.18 0.07 -3.24  0.114
H 1.23 -0.07 -4.73  0.119
H 1.67 -2.20 -3.70  0.108
H -0.06 -1.91 -3.82  0.105
Br -2.81 -3.50 -1.53  0.836
C -3.72 -2.44 -0.24  -0.732
C -4.56 -3.08 0.67  -0.116
C -5.22 -2.28 1.58  -0.075
C -5.02 -0.90 1.55  -0.056
C -4.15 -0.39 0.61  -0.106
N -3.50 -1.15 -0.28  0.063
H -4.67 -4.15 0.66  0.096
H -5.89 -2.72 2.31  0.105
H -5.53 -0.24 2.24  0.104
H -3.97 0.68 0.54  0.096
C 2.95 -2.85 3.80  -0.043
N 3.32 -3.40 2.51  -0.122
C 3.24 -4.74 2.16  -0.062
C 3.60 -4.82 0.87  -0.052
N 3.91 -3.54 0.45  -0.111
C 4.26 -3.17 -0.91  -0.023
C 3.75 -2.66 1.46  -0.741
Se 4.05 -0.84 1.45  0.636
H 2.88 -3.66 4.52  0.090
H 1.98 -2.34 3.73  0.091
H 3.70 -2.12 4.11  0.064
H 2.90 -5.50 2.84  0.127
H 3.64 -5.67 0.20  0.130
H 4.87 -3.96 -1.35  0.092
H 4.82 -2.24 -0.88  0.048
H 3.36 -3.02 -1.51  0.086

---

[6]
Formula: C2HDyO2
Source: the Open Molecules 2025 dataset
Level of theory: ωB97M-V/def2-TZVPD

Output
Gap between HOMO and LUMO (spin up / spin down)   7.0 / 6.7 eV
LUMO level (spin up / spin down)   -5.119 / -5.515 eV
E_HOMO (spin up / spin down)   -0.4451 / -0.4471 Ha
Energy relative to the best compared isomer or geometry (same formula, charge and spin)   0.0 kcal per mole
Net charge   +1
2S+1   7
<S²>   12.024
Maximum force   8.2 eV/Å

Last column: Löwdin charge in e.
Atoms and positions in Å:
O 1.94 -1.05 -1.90  0.098
C 0.83 -0.71 -1.63  -0.042
C -0.37 0.85 1.09  -0.274
O -1.07 -0.12 1.49  -0.351
H 0.33 1.24 1.87  0.043
Dy -1.67 -0.21 -0.92  1.526

---

[7]
Formula: C3H5N3S
Source: the Open Molecules 2025 dataset
Level of theory: ωB97M-V/def2-TZVPD

Output
Gap between HOMO and LUMO   9.0 eV
LUMO level   0.767 eV
E_HOMO   -0.3031 Ha
Energy relative to the best compared isomer or geometry (same formula, charge and spin)   34.6 kcal per mole
Net charge   0
2S+1   1
Maximum force   2.7 eV/Å
Structure (SMILES)   Nn1ccnc1S

Last column: Löwdin charge in e.
Atoms and positions in Å:
N 0.53 -0.67 -1.65  0.069
N 0.06 -0.10 -0.51  -0.225
C -0.90 0.96 -0.37  -0.054
C -0.99 1.16 0.96  -0.169
N -0.15 0.29 1.68  0.033
C 0.48 -0.44 0.74  -0.745
S 1.62 -1.72 0.99  0.808
H -0.25 -1.15 -2.08  0.106
H 1.05 -0.01 -2.20  0.098
H -1.30 1.39 -1.28  0.099
H -1.65 1.90 1.41  0.097
H 1.52 -1.61 2.32  -0.118

---

[8]
Formula: C4H6S3
Source: the Open Molecules 2025 dataset
Level of theory: ωB97M-V/def2-TZVPD

Output
Gap between HOMO and LUMO   8.2 eV
LUMO level   -0.284 eV
E_HOMO   -0.3107 Ha
Energy relative to the best compared isomer or geometry (same formula, charge and spin)   61.0 kcal per mole
Net charge   0
2S+1   1
Maximum force   3.3 eV/Å

Last column: Löwdin charge in e.
Atoms and positions in Å:
C -1.58 1.09 0.22  -0.521
C -2.90 0.69 -0.16  -0.757
C 0.73 0.14 -0.38  -0.922
C 2.93 -1.40 0.21  -0.317
S -0.35 1.06 -1.20  0.834
S -4.08 0.07 0.79  0.670
S 2.12 -0.37 -1.13  0.772
H -0.96 0.58 1.04  0.093
H -1.75 2.04 0.56  0.048
H -3.10 0.80 -1.24  0.054
H 2.09 -1.91 0.60  0.013
H 3.26 -0.67 0.89  0.017
H 3.58 -2.11 -0.20  0.016

---

[9]
Formula: C9H14
Source: the Open Molecules 2025 dataset
Level of theory: ωB97M-V/def2-TZVPD

Output
Gap between HOMO and LUMO   10.1 eV
LUMO level   1.069 eV
E_HOMO   -0.3313 Ha
Energy relative to the best compared isomer or geometry (same formula, charge and spin)   14.3 kcal per mole
Net charge   0
2S+1   1
Maximum force   2.1 eV/Å
Structure (SMILES)   Cc1ccccc1.CC

Last column: Löwdin charge in e.
Atoms and positions in Å:
C 2.05 1.51 0.12  -0.052
C 1.67 0.04 0.27  -0.276
C 0.38 -0.31 0.67  -0.045
C 0.00 -1.65 0.50  -0.084
C 0.88 -2.57 -0.04  -0.108
C 2.20 -2.23 -0.31  -0.084
C 2.60 -0.90 -0.16  -0.055
H 1.65 1.99 -0.78  0.080
H 3.14 1.58 0.03  0.067
H 1.87 1.99 1.07  0.075
H -0.37 0.40 0.95  0.075
H -0.96 -2.00 0.86  0.097
H 0.48 -3.50 -0.42  0.099
H 2.94 -2.93 -0.66  0.096
H 3.63 -0.75 -0.46  0.106
C -2.74 1.15 -0.96  -0.166
C -2.75 1.16 0.55  -0.187
H -3.45 0.45 -1.39  0.065
H -3.01 2.11 -1.39  0.060
H -1.76 0.88 -1.39  0.057
H -3.78 1.42 0.85  0.069
H -2.49 0.21 1.03  0.047
H -2.19 1.94 1.06  0.064

---

[10]
Formula: C4H11NS
Source: the Open Molecules 2025 dataset
Level of theory: ωB97M-V/def2-TZVPD

Output
Gap between HOMO and LUMO   9.6 eV
LUMO level   0.891 eV
E_HOMO   -0.3212 Ha
Energy relative to the best compared isomer or geometry (same formula, charge and spin)   33.7 kcal per mole
Net charge   0
2S+1   1
Maximum force   3.1 eV/Å
Structure (SMILES)   CNCCCS

Last column: Löwdin charge in e.
Atoms and positions in Å:
C -0.35 3.23 0.46  -0.155
N 0.20 1.90 0.64  -0.150
C -0.59 0.78 0.05  -0.254
C -0.47 -0.53 0.97  -0.264
C 0.70 -1.47 0.45  -0.588
S 0.23 -1.98 -1.23  0.658
H -0.90 3.52 1.34  0.057
H -1.15 3.10 -0.30  0.064
H 0.28 4.10 0.12  0.093
H 1.10 1.81 0.15  0.101
H -0.20 0.64 -0.99  0.080
H -1.71 0.95 -0.01  0.123
H -1.42 -1.02 0.87  0.067
H -0.24 -0.25 2.02  0.108
H 0.77 -2.32 1.23  0.084
H 1.76 -0.97 0.53  0.097
H 0.93 -3.19 -1.31  -0.123

---

[11]
Formula: C6H15N
Source: the Open Molecules 2025 dataset
Level of theory: ωB97M-V/def2-TZVPD

Output
Gap between HOMO and LUMO   10.3 eV
LUMO level   1.206 eV
E_HOMO   -0.3328 Ha
Energy relative to the best compared isomer or geometry (same formula, charge and spin)   13.0 kcal per mole
Net charge   0
2S+1   1
Maximum force   2.3 eV/Å
Structure (SMILES)   CCCCCCN

Last column: Löwdin charge in e.
Atoms and positions in Å:
C 2.57 -1.65 0.20  -0.124
C 1.61 -1.06 -0.80  -0.266
C 0.15 -1.23 -0.33  -0.222
C -0.28 -0.14 0.67  -0.202
C -0.48 1.26 -0.05  -0.197
C -1.93 1.45 -0.48  -0.297
N -2.84 1.89 0.58  -0.012
H 2.49 -1.20 1.19  0.069
H 3.62 -1.51 -0.12  0.071
H 2.45 -2.73 0.34  0.072
H 1.74 -1.59 -1.74  0.102
H 1.78 0.01 -0.95  0.093
H 0.07 -2.16 0.23  0.106
H -0.57 -1.21 -1.15  0.106
H -1.20 -0.39 1.17  0.096
H 0.54 0.07 1.38  0.098
H 0.21 1.29 -0.89  0.088
H -0.14 2.02 0.66  0.102
H -2.02 2.11 -1.34  0.109
H -2.30 0.47 -0.78  0.095
H -2.67 1.42 1.46  0.055
H -2.80 2.89 0.72  0.058

---

[12]
Formula: C5H8O
Source: the Open Molecules 2025 dataset
Level of theory: ωB97M-V/def2-TZVPD

Output
Gap between HOMO and LUMO   10.3 eV
LUMO level   1.033 eV
E_HOMO   -0.3399 Ha
Energy relative to the best compared isomer or geometry (same formula, charge and spin)   91.4 kcal per mole
Net charge   0
2S+1   1
Maximum force   2.0 eV/Å

Last column: Löwdin charge in e.
Atoms and positions in Å:
C 1.15 -0.82 0.96  -0.053
C 0.43 -0.57 -0.35  -0.234
C -1.05 -0.35 -0.56  -0.105
C -1.15 0.90 0.23  -0.031
C 0.12 0.90 -0.75  -0.349
O -0.58 0.59 -1.92  -0.071
H 0.80 -0.18 1.78  0.067
H 1.08 -1.86 1.29  0.076
H 2.22 -0.60 0.82  0.084
H 0.81 -1.20 -1.17  0.143
H -1.82 -0.97 -0.98  0.127
H -0.83 0.95 1.28  0.097
H -2.04 1.50 0.03  0.113
H 0.85 1.70 -0.66  0.137

---

- What is the formula in the ninth record?
  C9H14

---

- Look up the maximum force of the seventh one.
  2.7 eV/Å